Entry 1:
Below is a structure of composition C56H47IN6PS4SbTeZr, with properties calculated with ωB97M-V/def2-TZVPD.

The geometry in XYZ format:
```
118
Properties=species:S:1:pos:R:3
Zr -1.23 -0.66 0.30
C -2.47 4.01 -2.89
N -2.64 3.05 -1.83
C -1.73 2.13 -1.41
N -2.24 1.34 -0.47
C -3.54 1.75 -0.31
C -3.78 2.84 -1.13
C -5.01 3.62 -1.22
C -5.57 4.17 -0.07
C -6.80 4.80 -0.13
C -7.49 4.88 -1.33
C -6.94 4.34 -2.48
C -5.70 3.72 -2.43
C -4.59 1.00 0.40
C -5.87 0.94 -0.16
C -6.87 0.24 0.49
C -6.61 -0.42 1.68
C -5.33 -0.38 2.22
C -4.32 0.31 1.57
P -0.08 2.08 -2.21
C 0.92 2.22 -0.71
N 0.89 1.41 0.33
C 1.71 1.98 1.26
C 2.27 3.14 0.74
N 1.75 3.29 -0.51
C 2.06 4.33 -1.45
C 3.24 4.02 1.39
C 3.02 5.38 1.53
C 3.92 6.16 2.23
C 5.05 5.59 2.79
C 5.29 4.23 2.64
C 4.39 3.45 1.95
C 1.92 1.53 2.63
C 1.71 2.41 3.69
C 1.85 1.96 4.99
C 2.17 0.64 5.25
C 2.41 -0.23 4.20
C 2.32 0.22 2.89
C 0.19 0.29 -2.49
N 0.07 -0.77 -1.69
C 0.50 -1.85 -2.43
C 0.92 -1.41 -3.67
N 0.72 -0.06 -3.69
C 0.99 0.81 -4.79
C 1.51 -2.17 -4.77
C 0.83 -3.26 -5.32
C 1.40 -3.99 -6.34
C 2.66 -3.66 -6.81
C 3.35 -2.58 -6.26
C 2.77 -1.84 -5.25
C 0.56 -3.25 -2.00
C -0.57 -3.92 -1.54
C -0.49 -5.25 -1.16
C 0.71 -5.94 -1.27
C 1.82 -5.30 -1.80
C 1.75 -3.97 -2.16
H -1.45 4.40 -2.89
H -3.18 4.82 -2.75
H -2.68 3.54 -3.86
H -5.05 4.09 0.87
H -7.23 5.23 0.77
H -8.46 5.35 -1.37
H -7.48 4.38 -3.41
H -5.29 3.26 -3.32
H -6.07 1.41 -1.11
H -7.85 0.21 0.05
H -7.39 -0.96 2.18
H -5.12 -0.91 3.14
H -3.32 0.37 1.98
H 3.06 4.72 -1.25
H 1.34 5.15 -1.37
H 2.02 3.93 -2.47
H 2.12 5.83 1.12
H 3.73 7.22 2.36
H 5.74 6.20 3.35
H 6.17 3.79 3.07
H 4.56 2.39 1.84
H 1.40 3.42 3.49
H 1.69 2.64 5.81
H 2.22 0.27 6.26
H 2.64 -1.27 4.39
H 2.53 -0.43 2.05
H 1.01 0.23 -5.71
H 1.95 1.31 -4.67
H 0.21 1.57 -4.88
H -0.15 -3.52 -4.94
H 0.87 -4.83 -6.76
H 3.11 -4.24 -7.60
H 4.34 -2.33 -6.62
H 3.31 -1.01 -4.81
H -1.52 -3.43 -1.52
H -1.37 -5.73 -0.78
H 0.77 -6.97 -0.97
H 2.74 -5.85 -1.94
H 2.63 -3.47 -2.56
S -0.35 -1.92 5.31
Sb -2.08 -0.89 4.25
S -1.00 0.43 2.48
S -1.67 -2.96 1.07
S -3.04 -2.60 2.50
I -3.29 -1.32 -1.77
C 0.75 -4.12 2.97
Te 1.24 -2.78 1.34
C 3.31 -3.20 2.00
C 3.25 -4.22 3.09
C 4.41 -4.72 3.67
C 4.35 -5.68 4.66
C 3.12 -6.14 5.10
C 1.96 -5.64 4.54
C 2.01 -4.68 3.53
H 0.09 -4.90 2.59
H 0.22 -3.57 3.76
H 3.83 -2.31 2.35
H 3.88 -3.60 1.16
H 5.37 -4.34 3.34
H 5.27 -6.05 5.10
H 3.07 -6.90 5.87
H 1.00 -5.99 4.89
```

Properties
2S+1	1
charge	0

---

Entry 2:
Below is a structure of composition C56H49BrN6O4PS2SbY, with properties calculated with ωB97M-V/def2-TZVPD.

The geometry in XYZ format:
```
121
Properties=species:S:1:pos:R:3
Y 0.05 0.42 -0.05
O -5.04 0.79 1.75
C -4.89 -0.56 1.56
C -5.98 -1.37 1.83
C -5.87 -2.75 1.71
C -4.67 -3.32 1.31
C -3.58 -2.51 1.05
C -3.67 -1.13 1.18
C -2.47 -0.25 0.92
O -1.37 -0.87 0.44
N -2.14 0.45 2.19
N -1.09 1.29 2.12
C -1.04 2.28 2.92
C 0.04 3.23 2.96
Br 1.65 2.68 2.09
C 0.05 4.43 3.55
C -1.09 5.10 4.18
C -0.85 5.92 5.29
C -1.90 6.58 5.92
C -3.19 6.45 5.44
C -3.44 5.67 4.32
C -2.40 5.00 3.69
H -4.52 1.28 1.09
H -6.91 -0.91 2.14
H -6.73 -3.37 1.93
H -4.59 -4.39 1.20
H -2.63 -2.93 0.75
H -2.81 0.54 0.21
H -2.92 0.73 2.77
H -1.85 2.44 3.64
H 0.99 4.97 3.58
H 0.16 6.02 5.67
H -1.69 7.19 6.78
H -4.01 6.97 5.93
H -4.44 5.58 3.92
H -2.59 4.45 2.78
O -2.15 0.02 -2.15
C -1.00 -0.36 -2.40
O 0.02 0.40 -2.25
C -0.75 -1.73 -2.92
C -1.77 -2.39 -3.61
C -1.53 -3.61 -4.20
C -0.27 -4.19 -4.10
C 0.74 -3.56 -3.39
C 0.51 -2.32 -2.78
P 1.82 -1.49 -1.78
C 2.92 -0.97 -3.18
C 2.28 -0.32 -4.24
C 3.01 0.20 -5.30
C 4.39 0.08 -5.33
C 5.03 -0.57 -4.29
C 4.31 -1.08 -3.22
C 2.59 -2.95 -0.95
C 1.72 -3.91 -0.42
C 2.19 -4.96 0.35
C 3.54 -5.06 0.63
C 4.41 -4.09 0.17
C 3.94 -3.04 -0.60
H -2.74 -1.90 -3.68
H -2.32 -4.12 -4.74
H -0.07 -5.14 -4.57
H 1.71 -4.03 -3.30
H 1.21 -0.24 -4.24
H 2.49 0.69 -6.12
H 4.95 0.48 -6.16
H 6.11 -0.69 -4.31
H 4.86 -1.59 -2.45
H 0.65 -3.82 -0.61
H 1.49 -5.69 0.73
H 3.91 -5.89 1.22
H 5.46 -4.14 0.42
H 4.64 -2.28 -0.90
C 5.30 2.03 -1.44
C 4.81 1.11 -0.40
N 5.54 0.41 0.41
N 4.64 -0.28 1.18
C 3.36 -0.04 0.86
S 2.02 -0.75 1.57
N 3.47 0.86 -0.16
N 2.39 1.46 -0.82
H 6.38 2.13 -1.35
H 4.84 3.02 -1.34
H 5.07 1.65 -2.44
H 4.96 -0.90 1.90
H 2.49 1.33 -1.82
H 2.36 2.46 -0.61
S -0.81 2.86 -0.59
Sb -2.23 2.63 -2.43
C -1.96 4.67 -3.02
C -2.87 5.70 -2.82
C -2.52 7.01 -3.13
C -1.27 7.29 -3.64
C -0.36 6.26 -3.87
C -0.71 4.96 -3.55
C -2.20 1.78 -4.40
C -3.44 1.64 -5.03
C -3.51 1.08 -6.30
C -2.35 0.66 -6.94
C -1.12 0.83 -6.32
C -1.04 1.39 -5.05
C -4.22 2.35 -1.73
C -4.79 3.35 -0.95
C -6.11 3.23 -0.53
C -6.85 2.11 -0.87
C -6.26 1.09 -1.61
C -4.95 1.21 -2.04
H -3.86 5.49 -2.44
H -3.24 7.81 -2.97
H -0.99 8.31 -3.86
H 0.61 6.48 -4.29
H 0.01 4.16 -3.72
H -4.34 1.98 -4.54
H -4.47 0.97 -6.78
H -2.40 0.23 -7.93
H -0.21 0.51 -6.83
H -0.08 1.53 -4.58
H -4.21 4.23 -0.68
H -6.56 4.02 0.06
H -7.87 2.01 -0.54
H -6.83 0.20 -1.85
H -4.49 0.41 -2.62
```

Properties
2S+1	1
ΔE to the lowest compared entry with this formula, charge and spin	1.2898	eV
charge	+1

---

Looking at frontier orbital gap for the records above, in order, we have 5.9 7.9 eV.
Looking at HOMO energy for the records above, in order, we have -6.36 -10.08 eV.